[1]
{
  "formula": "C5H14",
  "method": "ωB97M-V/def2-TZVPD",
  "total_charge": 0,
  "lumo_ha": 0.042,
  "mol_weight_g_mol": 74.2,
  "e_above_lowest_kcal_mol": 19.98,
  "smiles": "CCC.CC",
  "symbols": ["C", "C", "C", "C", "C", "H", "H", "H", "H", "H", "H", "H", "H", "H", "H", "H", "H", "H", "H"],
  "xyz": [[1.292202, 0.543274, 2.526667], [-0.804327, 0.002298, -1.527420], [-1.902310, 0.098074, -0.485660], [1.993174, 0.686238, 1.207828], [-0.738421, -1.405757, -2.137767], [1.619647, 1.465199, 0.531525], [1.927014, -0.110035, 0.445051], [0.159968, 0.267344, -1.081910], [-1.038075, 0.736057, -2.312227], [-0.634031, -2.127398, -1.302301], [-1.846779, -0.598758, 0.340074], [3.058890, 0.837293, 1.429426], [-1.727162, -1.524302, -2.588021], [-1.980804, 1.165551, -0.234808], [-2.861101, 0.029690, -0.979120], [1.246713, 1.501226, 3.073223], [1.784339, 0.114935, 3.374909], [0.099598, -1.657330, -2.765132], [0.351465, -0.023598, 2.485663]],
  "forces_ev_per_a": [[-1.09, 0.39, 0.93], [0.63, -0.42, -0.28], [-0.37, 1.48, -0.90], [1.03, -0.22, -1.10], [-0.62, 0.02, 1.53], [0.04, 0.63, 0.87], [0.06, -0.63, 1.07], [-0.09, 0.09, -0.10], [0.27, -0.11, 0.14], [-0.35, 0.21, -0.30], [0.13, 0.13, 0.25], [-0.18, 0.21, -0.54], [0.35, -0.64, -0.39], [0.41, -0.32, 0.97], [-0.48, -0.85, -0.22], [-1.06, 0.31, -0.96], [1.30, -1.47, -0.20], [0.09, 0.41, -0.71], [-0.08, 0.77, -0.05]]
}


[2]
{
  "formula": "CH3I2NS2",
  "method": "ωB97M-V/def2-TZVPD",
  "total_charge": 0,
  "lumo_ha": [-0.034, -0.097],
  "mol_weight_g_mol": 347.0,
  "e_above_lowest_kcal_mol": 48.24,
  "symbols": ["I", "I", "S", "S", "N", "C", "H", "H", "H"],
  "xyz": [[3.151714, 1.602917, 0.751939], [1.466417, -2.664021, 0.422658], [1.110842, -0.429377, -0.588477], [2.124903, 3.576781, -0.083412], [-0.359471, -0.029995, -0.616113], [-1.606887, -0.388936, -0.033882], [-2.412312, -0.411899, -0.817753], [-1.914276, 0.231487, 0.783872], [-1.560934, -1.486957, 0.181168]],
  "forces_ev_per_a": [[-0.25, 1.46, -0.20], [-0.01, 0.00, 0.03], [-0.82, -0.47, -0.10], [0.58, -1.14, 0.47], [0.18, 0.87, -0.42], [-0.43, -2.38, -1.58], [0.73, 0.69, 0.51], [0.02, 0.23, 0.55], [0.00, 0.74, 0.74]]
}


[3]
{
  "formula": "CH4N2P2",
  "method": "ωB97M-V/def2-TZVPD",
  "total_charge": 0,
  "lumo_ha": [0.033, -0.051],
  "mol_weight_g_mol": 106.0,
  "e_above_lowest_kcal_mol": 11.89,
  "multiplicity": 3,
  "s_squared": 2.008,
  "symbols": ["P", "P", "N", "N", "C", "H", "H", "H", "H"],
  "xyz": [[-0.460406, -0.452866, 1.000370], [1.072100, -1.096081, -0.182865], [-2.930133, 0.001370, -0.653220], [2.267324, 0.136912, -0.116037], [-2.061789, 0.440516, -0.005040], [2.279187, 1.050652, 0.058209], [3.141885, -0.014178, -0.706803], [-3.271677, -0.837087, -1.002023], [-0.036489, 0.770765, 1.607413]],
  "forces_ev_per_a": [[-3.37, 1.56, 1.65], [2.65, -0.01, -1.71], [-1.68, 0.74, -1.01], [2.03, -4.86, -2.54], [3.53, 0.71, 2.19], [-1.05, 4.49, 1.28], [-1.71, -0.36, 1.14], [-0.51, -1.88, -0.68], [0.11, -0.40, -0.33]]
}